Record 1
The following is a quantum chemistry calculation of a molecular structure, C31H32Br2Cl3MoN8O2S3 at a distorted geometry, from OMol25.

Last column: Mulliken spin population.
Cartesian coordinates (Å):
Mo1 -2.018 0.176 1.685  1.12
Br1 -1.738 -6.177 -0.593  0.12
Br2 -4.420 -1.477 1.963  -0.01
Cl1 5.732 -0.947 -5.569  0.00
Cl2 4.699 3.493 -2.766  0.00
Cl3 2.887 -3.515 0.850  0.00
S1 -3.700 1.829 2.483  0.03
S2 5.110 -3.475 2.847  0.00
S3 -5.419 2.962 0.284  0.01
O1 -3.593 -1.466 -3.899  0.00
O2 4.421 0.791 0.884  0.00
N1 -1.581 -1.900 0.145  -0.01
N2 -3.409 1.320 -0.112  -0.01
N3 -1.373 -2.176 1.539  0.05
N4 1.471 1.817 -0.296  0.00
N5 -4.663 -3.300 -3.135  0.00
N6 -0.962 0.596 3.024  -0.19
N7 -0.491 0.917 0.286  -0.05
N8 -4.707 -2.816 -5.410  0.00
C1 -3.374 1.219 -2.676  0.00
C2 3.981 -2.649 1.864  0.00
C3 -4.252 -2.495 -4.144  0.00
C4 -3.130 -5.158 0.056  0.81
C5 4.834 -1.000 -3.060  0.00
C6 0.933 1.142 -1.360  0.01
C7 0.286 0.517 5.083  -0.02
C8 -3.888 1.609 -1.410  0.01
C9 -0.952 2.529 4.543  -0.02
C10 2.832 2.451 -0.167  0.00
C11 -0.275 0.620 -1.004  0.02
C12 -0.526 1.227 4.221  0.02
C13 -4.053 1.646 -3.806  0.00
C14 4.184 1.621 -0.219  0.00
C15 -0.655 3.082 5.764  0.01
C16 5.029 -0.896 3.043  0.00
C17 4.860 1.748 -2.654  0.00
C18 5.246 -0.160 -4.103  0.00
C19 -4.122 1.960 0.854  0.00
C20 -5.702 2.795 -2.485  0.00
C21 5.634 -1.990 3.579  0.00
C22 0.645 1.130 6.303  0.02
C23 4.118 -1.257 1.974  0.00
C24 4.509 0.926 -1.567  0.00
C25 5.251 1.215 -3.924  0.00
C26 3.398 -0.141 1.240  0.00
C27 -5.018 2.462 -1.336  0.00
C28 0.165 2.410 6.662  -0.03
C29 -5.210 2.402 -3.698  0.00
C30 0.563 1.645 0.689  0.04
C31 4.594 -0.497 -1.809  0.00
H1 6.381 -2.087 4.349  0.00
H2 -3.686 1.377 -4.796  0.00
H3 -0.757 -1.976 -0.430  0.00
H4 -4.025 -5.170 -0.548  0.03
H5 1.357 1.212 -2.385  0.00
H6 5.369 1.892 -4.731  0.00
H7 5.175 0.123 3.398  0.00
H8 0.649 -0.506 4.786  0.00
H9 -2.380 -2.531 -0.199  0.01
H10 -1.104 4.068 6.075  0.00
H11 -6.624 3.364 -2.373  0.00
H12 -4.114 -3.120 -2.322  0.01
H13 -3.019 -4.993 1.098  0.03
H14 0.626 2.185 1.615  0.01
H15 -1.531 3.027 3.783  0.00
H16 -4.054 -2.405 -6.089  0.00
H17 2.580 0.309 1.822  0.00
H18 -2.113 -2.786 1.828  0.00
H19 -5.635 2.840 -4.559  0.00
H20 -0.473 -2.571 1.734  0.00
H21 -5.017 -4.231 -3.310  0.00
H22 2.927 3.200 -0.945  0.00
H23 -1.022 0.136 -1.610  0.00
H24 2.850 -0.561 0.374  0.00
H25 4.533 -1.164 -0.946  0.00
H26 4.719 -2.042 -3.246  0.00
H27 4.998 2.365 -0.072  0.00
H28 2.824 3.015 0.769  0.00
H29 0.430 2.778 7.672  0.00
H30 -2.464 0.612 -2.786  0.00
H31 -4.886 -3.807 -5.625  0.00
H32 1.332 0.682 7.002  0.00

**Highest occupied orbital energy (spin up / spin down)**: -10.16 / -10.20 eV
**Net charge**: +1
**E_LUMO (spin up / spin down)**: -3.709 / -3.550 eV
**E**: -9580.12895 Eh
**Spin multiplicity**: 3
**Energy above the lowest of the compared OMol25 structures with the same formula, charge and spin**: 1.5340 eV

***

Record 2
The following is a quantum chemistry calculation of 5 unconnected molecules or ions with the total composition C11H11Cl16NO at a distorted geometry, from OMol25.

Last column: Löwdin charge in e.
Cartesian coordinates (Å):
Cl1 1.100 5.550 3.346  0.53
Cl2 4.882 0.933 0.549  0.61
Cl3 1.878 2.956 2.327  0.60
Cl4 -3.295 -2.323 -3.950  0.52
Cl5 -5.443 -4.910 -2.054  0.52
Cl6 6.176 3.417 1.289  0.52
Cl7 -1.376 -3.091 -5.970  0.53
Cl8 -3.082 -3.919 -0.713  0.49
Cl9 7.785 1.100 0.644  0.51
Cl10 -5.261 -5.030 0.830  0.52
Cl11 -1.560 -4.596 -3.506  0.50
Cl12 6.253 1.162 3.100  0.51
Cl13 -0.473 -1.920 -3.483  0.55
Cl14 -3.609 -6.759 -0.798  0.52
Cl15 2.449 3.664 5.073  0.53
Cl16 -0.279 3.173 4.247  0.53
O1 -1.031 2.878 -1.359  0.15
N1 -2.660 1.179 -0.948  0.03
C1 -1.231 1.720 0.856  -0.08
C2 -1.677 -2.984 -4.229  -2.03
C3 -1.550 2.102 -0.626  -0.42
C4 -4.349 -5.154 -0.683  -2.04
C5 -0.975 0.175 0.629  -0.23
C6 0.418 -0.268 0.058  -0.14
C7 1.287 3.837 3.749  -2.01
C8 6.276 1.652 1.396  -2.00
C9 1.547 0.801 0.091  -0.17
C10 -2.064 -0.123 -0.513  -0.19
C11 2.720 0.485 -0.549  -0.20
H1 -2.892 -0.760 -0.127  0.10
H2 0.306 -0.561 -1.004  0.07
H3 -1.738 -0.686 -1.409  0.05
H4 -3.279 1.345 -0.150  0.10
H5 -2.071 1.838 1.576  0.12
H6 3.025 -0.578 -0.544  0.07
H7 -1.349 -0.467 1.454  0.13
H8 3.250 1.276 -1.083  0.03
H9 1.499 1.788 0.584  -0.02
H10 0.797 -1.184 0.574  0.13
H11 -0.405 2.280 1.325  0.04

**Highest occupied orbital energy**: -8.89 eV
**Net charge**: 0
**E_LUMO**: 0.065 eV
**E**: -7918.64062 Eh

***

Record 3
The following is a quantum chemistry calculation of a gas-phase ion, C5H15N2O (charge +1) at a distorted geometry, from OMol25.

Last column: Löwdin charge in e.
Cartesian coordinates (Å):
O1 0.710 2.473 -0.507  -0.12
N1 -1.066 -1.869 0.210  -0.13
N2 1.433 0.315 -1.010  0.16
C1 -0.315 1.678 0.164  -0.36
C2 0.017 0.251 -0.419  -0.23
C3 -0.334 1.886 1.666  -0.03
C4 -0.663 -2.828 -0.806  -0.14
C5 0.054 -0.873 0.516  -0.21
H1 1.494 -0.750 -1.467  0.24
H2 1.623 1.064 -1.762  0.20
H3 2.140 0.451 -0.327  0.14
H4 -0.711 -0.111 -1.321  0.20
H5 -0.230 0.933 2.195  0.05
H6 -1.711 -2.113 1.000  0.14
H7 -1.311 1.870 -0.297  0.15
H8 -1.358 2.450 1.837  0.13
H9 0.492 2.682 1.983  0.13
H10 1.041 -1.401 0.526  0.13
H11 0.391 -2.810 -0.980  0.04
H12 -1.081 -3.902 -0.664  0.12
H13 0.043 -0.527 1.542  0.09
H14 0.457 3.477 -0.269  0.19
H15 -1.112 -2.348 -1.810  0.11

**Highest occupied orbital energy**: -12.40 eV
**Net charge**: +1
**E_LUMO**: -3.382 eV
**E**: -383.90823 Eh
**Energy above the lowest of the compared OMol25 structures with the same formula, charge and spin**: 3.8858 eV

***

Record 4
The following is a quantum chemistry calculation of a single CH2N3O2P molecule at a distorted geometry, from OMol25.

Last column: Löwdin charge in e.
Cartesian coordinates (Å):
P1 -0.420 0.075 -1.856  1.04
O1 -2.759 1.073 -1.168  0.01
O2 -2.765 -0.152 -2.896  0.03
N1 -2.218 0.432 -2.021  -0.62
N2 -0.384 0.025 0.125  -0.15
N3 -0.591 -2.832 -2.218  0.11
C1 -0.585 -1.703 -2.071  -0.45
H1 0.178 0.781 0.288  -0.08
H2 -1.426 0.287 0.523  0.10

**Highest occupied orbital energy**: -10.94 eV
**Net charge**: 0
**E_LUMO**: -0.677 eV
**E**: -695.26556 Eh
**Energy above the lowest of the compared OMol25 structures with the same formula, charge and spin**: 1.0242 eV

***

What did the second record say?
The following is a quantum chemistry calculation of 5 unconnected molecules or ions with the total composition C11H11Cl16NO at a distorted geometry, from OMol25.

Last column: Löwdin charge in e.
Cartesian coordinates (Å):
Cl1 1.100 5.550 3.346  0.53
Cl2 4.882 0.933 0.549  0.61
Cl3 1.878 2.956 2.327  0.60
Cl4 -3.295 -2.323 -3.950  0.52
Cl5 -5.443 -4.910 -2.054  0.52
Cl6 6.176 3.417 1.289  0.52
Cl7 -1.376 -3.091 -5.970  0.53
Cl8 -3.082 -3.919 -0.713  0.49
Cl9 7.785 1.100 0.644  0.51
Cl10 -5.261 -5.030 0.830  0.52
Cl11 -1.560 -4.596 -3.506  0.50
Cl12 6.253 1.162 3.100  0.51
Cl13 -0.473 -1.920 -3.483  0.55
Cl14 -3.609 -6.759 -0.798  0.52
Cl15 2.449 3.664 5.073  0.53
Cl16 -0.279 3.173 4.247  0.53
O1 -1.031 2.878 -1.359  0.15
N1 -2.660 1.179 -0.948  0.03
C1 -1.231 1.720 0.856  -0.08
C2 -1.677 -2.984 -4.229  -2.03
C3 -1.550 2.102 -0.626  -0.42
C4 -4.349 -5.154 -0.683  -2.04
C5 -0.975 0.175 0.629  -0.23
C6 0.418 -0.268 0.058  -0.14
C7 1.287 3.837 3.749  -2.01
C8 6.276 1.652 1.396  -2.00
C9 1.547 0.801 0.091  -0.17
C10 -2.064 -0.123 -0.513  -0.19
C11 2.720 0.485 -0.549  -0.20
H1 -2.892 -0.760 -0.127  0.10
H2 0.306 -0.561 -1.004  0.07
H3 -1.738 -0.686 -1.409  0.05
H4 -3.279 1.345 -0.150  0.10
H5 -2.071 1.838 1.576  0.12
H6 3.025 -0.578 -0.544  0.07
H7 -1.349 -0.467 1.454  0.13
H8 3.250 1.276 -1.083  0.03
H9 1.499 1.788 0.584  -0.02
H10 0.797 -1.184 0.574  0.13
H11 -0.405 2.280 1.325  0.04

**Highest occupied orbital energy**: -8.89 eV
**Net charge**: 0
**E_LUMO**: 0.065 eV
**E**: -7918.64062 Eh

***

Look up the net charge of the second one. 0

***

Number 4 is which compound? CH2N3O2P